70
Properties=species:S:1:pos:R:3 method="wB97M-V/def2-TZVPD" e_tot_ha=-5152.598333 charge=+1 relative_energy_kcal_mol=187.0
Cu 0.79 2.78 -2.40
Cu 1.63 2.62 0.23
C -0.93 0.84 -1.85
C 0.45 0.59 -1.21
O 1.27 1.67 -1.04
H -1.75 0.39 -1.29
H -0.89 0.41 -2.85
H -1.12 1.91 -1.92
H 0.97 -0.26 -1.66
H 0.21 0.25 -0.20
C 1.62 -1.75 -2.92
O 2.36 -2.80 -2.33
C 2.47 -2.93 -0.99
O 1.87 -2.24 -0.22
O 3.17 -4.02 -0.60
C 3.83 -4.92 -1.51
H 2.34 -1.14 -3.46
H 1.12 -1.10 -2.20
H 0.95 -2.12 -3.70
H 4.75 -4.50 -1.92
H 3.13 -5.10 -2.32
H 4.15 -5.88 -1.11
C 4.34 2.76 2.87
O 3.66 1.60 2.59
C 3.31 1.32 1.32
O 3.50 2.03 0.31
O 2.63 0.18 1.34
C 2.11 -0.48 0.15
H 5.35 2.77 2.46
H 4.29 2.97 3.93
H 3.84 3.62 2.41
H 1.06 -0.77 0.22
H 2.65 -1.39 -0.11
H 2.24 0.13 -0.75
C -4.09 -3.42 2.74
O -3.38 -2.36 2.25
C -2.26 -2.52 1.58
O -1.70 -3.59 1.26
O -1.92 -1.31 1.17
C -0.73 -1.18 0.31
H -5.13 -3.12 2.87
H -3.67 -3.85 3.64
H -4.10 -4.23 2.00
H -1.04 -0.60 -0.56
H -0.23 -2.10 0.00
H -0.11 -0.43 0.78
C -6.03 1.34 -1.21
O -5.14 1.61 -2.33
C -3.91 1.12 -2.32
O -3.34 0.52 -1.40
O -3.52 1.15 -3.64
C -2.33 0.51 -4.09
H -6.89 2.01 -1.25
H -5.49 1.62 -0.30
H -6.38 0.32 -1.09
H -2.23 -0.50 -3.71
H -1.45 1.10 -3.85
H -2.44 0.34 -5.16
C -0.51 0.52 1.98
O -0.26 1.61 2.89
C 0.71 2.49 2.71
O 1.58 2.46 1.82
O 0.52 3.36 3.67
C 1.32 4.52 3.75
H 0.41 0.18 1.51
H -1.15 0.75 1.13
H -1.00 -0.29 2.52
H 1.09 5.00 2.80
H 2.39 4.32 3.70
H 1.07 5.19 4.58

90
Properties=species:S:1:pos:R:3 method="wB97M-V/def2-TZVPD" e_tot_ha=-4866.533482 multiplicity=6 charge=+1 relative_energy_kcal_mol=82.4
Fe -1.02 -0.33 -2.25
C -0.02 -0.76 1.73
N -0.05 0.70 1.64
C 0.23 1.43 0.43
P -1.13 1.54 -0.89
C -1.05 3.25 -1.35
C -0.13 3.58 -2.37
C -0.16 4.89 -2.89
C -1.08 5.83 -2.48
C -1.85 5.51 -1.33
C -1.83 4.22 -0.75
C -2.85 1.49 -0.33
C -3.21 0.62 0.66
C -4.53 0.46 1.01
C -5.54 0.97 0.19
C -5.21 1.83 -0.87
C -3.86 2.05 -1.15
C -0.30 1.48 2.83
C 0.66 2.37 3.36
C 0.34 3.33 4.38
C -0.97 3.40 4.83
C -1.98 2.61 4.20
C -1.59 1.58 3.39
P 1.60 -1.66 1.30
C 1.59 -3.28 2.04
C 2.77 -4.02 2.19
C 2.78 -5.16 2.95
C 1.57 -5.68 3.50
C 0.37 -5.03 3.28
C 0.37 -3.81 2.54
C 3.11 -0.80 1.64
C 4.18 -0.82 0.69
C 5.40 -0.20 1.04
C 5.57 0.43 2.26
C 4.45 0.68 3.05
C 3.21 0.02 2.80
H -0.85 -1.23 1.18
H -0.34 -1.01 2.75
H 1.07 1.03 -0.11
H 0.38 2.53 0.66
H 0.52 2.77 -2.73
H 0.51 5.03 -3.74
H -1.19 6.76 -2.97
H -2.52 6.22 -0.91
H -2.59 4.02 0.03
H -2.46 0.01 1.29
H -4.72 0.00 1.99
H -6.55 0.67 0.38
H -6.00 2.41 -1.36
H -3.55 2.62 -2.01
H 1.65 2.39 2.93
H 1.14 4.04 4.67
H -1.31 4.01 5.64
H -2.99 2.94 4.39
H -2.30 0.78 3.22
H 3.66 -3.67 1.66
H 3.75 -5.65 3.06
H 1.55 -6.61 4.10
H -0.58 -5.40 3.71
H -0.56 -3.28 2.30
H 4.04 -1.54 -0.14
H 6.27 -0.44 0.47
H 6.59 0.66 2.66
H 4.51 1.33 3.89
H 2.37 0.03 3.54
S -2.76 0.08 -3.65
C -1.34 0.49 -4.50
C -1.29 1.42 -5.61
C -0.04 1.82 -6.06
C 1.19 1.23 -5.55
C 1.02 0.22 -4.64
N -0.17 0.02 -3.97
H -2.13 1.87 -6.07
H -0.05 2.54 -6.86
H 2.22 1.43 -5.87
H 1.76 -0.48 -4.30
F 2.91 -3.67 -2.70
C 2.16 -4.43 -1.88
F 2.82 -4.52 -0.70
F 2.23 -5.71 -2.44
C 0.70 -4.03 -1.79
C -0.38 -4.89 -1.96
C -1.71 -4.39 -1.91
C -1.94 -3.06 -1.62
N -0.92 -2.21 -1.57
C 0.37 -2.73 -1.47
S 1.55 -1.55 -0.91
H -0.13 -5.90 -2.20
H -2.53 -5.10 -2.01
H -2.93 -2.56 -1.56